# 1
Molecular formula: C3H10N3
Method: DFT, ωB97M-V/def2-TZVPD

Each line ends with the natural charge from an NBO analysis.
Positions of all 16 atoms, in Å:
N 0.582 -0.881 -0.656  -0.72
C 0.268 -0.902 -1.910  0.39
N 0.885 -1.592 -2.852  -0.73
H 1.408 -1.404 -0.381  0.40
H 0.096 -0.238 0.110  0.45
H -0.568 -0.302 -2.259  0.21
H 0.514 -1.583 -3.786  0.43
H 1.602 -2.265 -2.629  0.42
C 0.328 1.172 2.267  -0.44
C -1.734 1.050 1.134  0.02
N -0.553 0.620 1.243  -0.45
H 0.728 0.374 2.888  0.22
H -0.174 1.912 2.893  0.21
H 1.162 1.645 1.755  0.22
H -2.331 0.752 0.272  0.18
H -2.214 1.644 1.910  0.18

The LUMO energy comes out at -0.1059 Eh. As for the total charge: +1. The calculation puts the orbital gap at 0.421 hartree.



# 2
Molecular formula: C25H31N3OP2Sn
Method: DFT, ωB97M-V/def2-TZVPD

Each line ends with the natural charge from an NBO analysis.
Positions of all 63 atoms, in Å:
C 4.685 -1.596 -0.990  -0.24
C 3.892 -0.782 -0.186  0.07
C 3.595 0.545 -0.663  0.10
C 3.538 0.702 -2.076  -0.02
C 4.321 -0.126 -2.887  -0.21
C 4.961 -1.227 -2.318  -0.16
C 2.483 1.626 -2.560  -0.37
C 2.406 2.834 -1.702  -0.02
C 2.532 2.593 -0.305  0.11
C 1.730 3.414 0.563  -0.01
C 1.341 4.670 0.107  -0.23
C 1.556 5.036 -1.232  -0.16
C 2.020 4.100 -2.150  -0.20
H 5.065 -2.538 -0.588  0.23
H 4.420 0.119 -3.950  0.24
H 5.620 -1.845 -2.927  0.24
H 2.552 1.852 -3.630  0.26
H 0.846 5.358 0.799  0.23
H 1.295 6.041 -1.565  0.24
H 2.096 4.326 -3.222  0.24
N 3.284 1.563 0.187  -0.38
Sn -0.265 0.018 -0.859  1.11
C 3.164 -1.267 1.040  -0.71
H 3.166 -0.477 1.804  0.27
H 3.617 -2.190 1.429  0.26
C 1.206 2.786 1.824  -0.69
H 2.007 2.200 2.299  0.27
H 0.813 3.549 2.511  0.26
P 1.341 -1.626 0.671  0.91
P -0.185 1.555 1.472  0.92
C -1.619 2.688 1.411  -0.95
H -2.549 2.103 1.434  0.25
H -1.602 3.369 2.274  0.26
H -1.597 3.276 0.486  0.26
C -0.367 0.845 3.152  -0.94
H -0.749 1.612 3.840  0.27
H -1.067 -0.001 3.142  0.25
H 0.604 0.495 3.524  0.25
C 1.472 -3.149 -0.332  -0.96
H 2.156 -3.860 0.156  0.26
H 0.481 -3.614 -0.426  0.25
H 1.854 -2.915 -1.333  0.26
C 0.794 -2.320 2.276  -0.95
H -0.261 -2.621 2.241  0.25
H 1.403 -3.205 2.508  0.27
H 0.920 -1.584 3.080  0.25
H 1.358 0.999 -2.313  0.15
H -0.605 0.510 -2.475  -0.22
N -5.072 -4.120 2.074  -0.78
C -3.934 -3.358 2.047  0.64
O -3.228 -3.168 3.050  -0.59
C -3.548 -2.815 0.707  -0.15
C -4.098 -3.261 -0.506  -0.07
C -3.591 -2.732 -1.692  -0.22
C -2.560 -1.798 -1.657  0.06
N -2.017 -1.371 -0.489  -0.58
C -2.517 -1.871 0.678  0.10
H -5.409 -4.404 2.980  0.43
H -5.744 -4.085 1.323  0.40
H -4.888 -4.010 -0.524  0.25
H -3.977 -3.033 -2.664  0.27
H -2.140 -1.370 -2.572  0.24
H -2.056 -1.496 1.595  0.24

The LUMO energy (alpha / beta) comes out at -0.2638 / -0.2635 Eh. As for the total charge: +2. The calculation puts the orbital gap (alpha / beta) at 0.201 / 0.208 hartree.



# 3
Molecular formula: C28H39ClMgN3O4
Method: DFT, ωB97M-V/def2-TZVPD

Each line ends with the Mulliken charge.
Positions of all 76 atoms, in Å:
O 2.261 -0.249 -3.603  -0.60
C 1.180 0.122 -4.060  -0.29
C 0.701 1.525 -4.160  0.20
C 0.677 2.285 -2.977  0.63
H 0.755 1.792 -1.995  0.05
C 0.605 3.669 -3.070  -0.55
H 0.677 4.276 -2.162  0.44
C 0.448 4.264 -4.327  -0.53
H 0.521 5.346 -4.412  0.37
C 0.186 3.483 -5.460  -0.44
H -0.038 3.950 -6.418  0.35
C 0.270 2.096 -5.382  -0.61
H 0.067 1.447 -6.231  0.44
H 0.401 -0.647 -4.272  0.35
C -2.640 -1.563 -1.928  -0.90
C -2.788 -0.309 -1.154  -0.15
H -3.356 -1.581 -2.753  0.42
H -2.811 -2.415 -1.279  0.16
H -1.649 -1.742 -2.382  -0.07
C -3.126 0.870 -1.682  0.33
C -4.498 1.364 -2.098  -1.39
H -2.351 1.634 -1.872  0.23
H -4.398 1.850 -3.085  0.32
H -4.841 2.109 -1.355  0.22
H -5.223 0.545 -2.191  0.36
Mg -1.124 -0.148 0.162  1.11
Cl -2.539 1.731 1.069  -0.60
C -1.604 -0.211 3.099  -0.02
O -1.042 -0.884 2.211  -0.84
N -1.240 -0.108 4.373  0.32
C -0.337 -1.074 4.966  -0.95
C -1.703 0.991 5.216  -0.94
H -2.481 0.412 2.834  0.49
H 0.161 -1.621 4.165  0.21
H -0.917 -1.768 5.592  0.29
H 0.392 -0.525 5.572  0.35
H -2.161 1.749 4.578  0.32
H -0.846 1.430 5.737  0.27
H -2.442 0.636 5.947  0.32
H 4.862 1.984 -2.206  0.34
H 4.442 2.609 0.087  0.42
C 3.792 1.741 -2.137  -1.00
C 3.695 1.844 0.307  -1.01
N 3.524 1.050 -0.884  0.29
H 3.529 1.098 -2.976  0.33
C 2.998 -0.189 -0.772  -0.11
O 2.692 -0.747 0.292  -0.59
H 4.024 1.210 1.133  0.31
H 2.853 -0.660 -1.753  0.54
H 3.209 2.672 -2.183  0.35
H 2.756 2.322 0.587  0.17
H -0.026 -5.397 0.635  0.34
H 2.159 -5.298 -0.905  0.33
C -0.495 -4.759 -0.119  -0.95
C 1.551 -4.665 -1.554  -0.94
N 0.535 -3.975 -0.785  0.23
H -1.219 -4.089 0.347  0.21
C 0.539 -2.643 -0.730  1.03
O -0.341 -1.970 -0.159  -0.68
H 2.181 -3.912 -2.027  0.24
H 1.384 -2.164 -1.244  -0.48
H -0.984 -5.403 -0.855  0.32
H 1.088 -5.288 -2.319  0.34
C 0.406 1.375 0.319  -0.86
C 0.695 1.769 1.456  -0.46
C 1.193 2.048 2.758  0.57
C 0.907 3.216 3.496  -0.20
C 1.377 3.314 4.804  -0.60
C 2.115 2.253 5.356  -0.34
C 2.428 1.103 4.613  -0.89
C 1.984 1.017 3.304  -0.04
H 0.289 3.992 3.042  0.47
H 1.151 4.209 5.400  0.35
H 2.450 2.319 6.394  0.31
H 2.996 0.267 5.041  0.41
H 2.185 0.142 2.683  0.60

The LUMO energy (alpha / beta) comes out at 0.0897 / 0.0897 Eh. As for the total charge: -1. The calculation puts the orbital gap (alpha / beta) at 0.156 / 0.156 hartree.



# 4
Molecular formula: C4H11N2O
Method: DFT, ωB97M-V/def2-TZVPD

Each line ends with the natural charge from an NBO analysis.
Positions of all 18 atoms, in Å:
C 0.472 -0.715 1.069  -0.22
C 1.372 0.292 0.299  -0.43
C 0.882 1.733 0.483  -0.20
N -0.399 2.008 -0.119  -0.89
N -0.106 -1.813 0.304  -0.68
C -0.775 -1.310 -0.962  0.13
O -1.706 -0.356 -0.799  -0.95
H 1.098 -1.173 1.865  0.16
H -0.319 -0.139 1.548  0.17
H 1.368 0.105 -0.789  0.21
H 2.368 0.203 0.702  0.18
H 0.841 1.907 1.548  0.15
H 1.631 2.426 0.116  0.16
H -0.271 2.285 -1.100  0.33
H -0.943 1.145 -0.150  0.42
H -0.844 -2.109 0.914  0.33
H 0.113 -0.972 -1.584  0.06
H -1.107 -2.275 -1.398  0.08

As for the SMILES: NCCCNC[O-]. The LUMO energy comes out at 0.1560 Eh. As for the total charge: -1. The calculation puts the orbital gap at 0.263 hartree.



# 5
Molecular formula: C6H9NO3
Method: DFT, ωB97M-V/def2-TZVPD

Each line ends with the natural charge from an NBO analysis.
Positions of all 19 atoms, in Å:
O -3.000 -0.712 0.149  -0.71
C -1.832 -0.289 -0.489  0.08
C -1.236 1.072 -0.033  0.07
C -0.770 0.357 1.247  -0.43
C -0.555 -0.802 0.231  -0.24
C 0.496 -0.174 -0.697  0.00
O -0.048 1.141 -0.835  -0.50
C 1.915 -0.183 -0.162  0.55
N 2.579 -1.230 0.157  -0.72
H -3.749 -0.225 -0.205  0.48
H -1.884 -0.439 -1.580  0.17
H -1.774 2.024 -0.062  0.20
H 0.098 0.770 1.775  0.22
H -1.589 0.150 1.941  0.24
H -0.417 -1.850 0.515  0.23
H 0.524 -0.676 -1.676  0.20
O 2.339 0.950 0.384  -0.67
H 2.169 -2.068 -0.250  0.34
H 2.768 0.611 1.254  0.50

The LUMO energy comes out at 0.0244 Eh. As for the total charge: 0. The calculation puts the orbital gap at 0.376 hartree.



# 6
Molecular formula: C4H6N2
Method: DFT, ωB97M-V/def2-TZVPD

Each line ends with the natural charge from an NBO analysis.
Positions of all 12 atoms, in Å:
N -1.197 2.215 -1.667  -0.32
C -0.247 1.768 -1.180  0.25
C 1.307 -0.047 -0.984  -0.25
C 0.965 1.199 -0.661  -0.35
C -1.351 -0.954 1.197  -0.04
N -0.304 -1.666 1.123  -0.60
H 0.644 -0.681 -1.564  0.21
H 2.259 -0.465 -0.684  0.21
H 1.589 1.839 -0.042  0.24
H -1.788 -0.557 0.277  0.17
H -1.868 -0.690 2.128  0.15
H -0.009 -1.963 2.056  0.33

As for the SMILES: C=CC#N.C=N. The LUMO energy comes out at 0.0208 Eh. As for the total charge: 0. The calculation puts the orbital gap at 0.393 hartree.



Relative energy (zero: lowest compared OMol25 entry of this formula, charge and spin) in eV, matching the order above: 1.256; 0.404; 0.000; 0.820; 2.252; 2.144